(1)
C45H35Br2N6O2RbSTe as an isolated structure. Source: the Open Molecules 2025 dataset; level of theory: wB97M-V/def2-TZVPD.

Geometry as ORCA input:
```
! wB97M-V def2-TZVPD RIJCOSX def2/J DEFGRID3
* xyz -1 2
Rb 10.267 13.397 7.790
S 17.900 18.261 7.156
N 17.978 16.765 6.644
C 16.745 16.278 6.788
C 16.403 14.960 6.379
C 17.341 14.100 5.716
C 16.957 12.849 5.374
C 15.579 12.495 5.656
N 14.733 13.302 6.197
C 15.092 14.546 6.590
C 14.046 15.511 7.017
N 12.732 15.233 6.858
C 11.837 16.120 7.178
C 12.114 17.339 7.829
C 13.425 17.736 7.843
C 14.391 16.806 7.475
C 15.794 17.177 7.354
N 16.381 18.351 7.656
H 18.345 14.438 5.621
H 17.621 12.111 4.880
H 15.208 11.539 5.393
H 10.811 15.788 6.965
H 11.330 17.929 8.256
H 13.716 18.672 8.208
C 12.835 10.460 6.514
C 11.574 9.666 6.682
C 11.623 8.263 6.614
C 10.410 7.584 6.660
C 9.200 8.277 6.776
C 7.936 7.631 6.878
Br 7.846 5.720 6.650
C 6.799 8.369 7.227
C 6.835 9.736 7.374
Br 5.197 10.651 7.742
C 8.004 10.513 7.170
O 8.053 11.779 7.186
C 9.245 9.696 6.926
N 10.449 10.319 6.830
H 13.548 10.001 5.801
H 13.355 10.437 7.521
H 12.619 11.509 6.202
H 12.596 7.703 6.578
H 10.384 6.532 6.710
H 5.930 7.814 7.456
C 16.917 6.018 13.159
C 16.196 7.201 12.526
C 15.317 7.903 13.312
C 14.656 9.070 12.889
C 13.909 9.841 13.913
C 14.813 9.513 11.553
Te 14.051 11.367 10.742
N 11.171 14.957 10.138
C 10.165 15.675 10.002
O 9.487 16.088 8.947
C 9.511 15.997 11.342
C 8.382 16.813 11.396
C 7.868 17.193 12.661
C 8.309 16.642 13.804
C 9.380 15.769 13.723
C 10.089 15.578 12.580
C 11.992 11.019 10.699
C 11.254 12.162 10.880
C 9.895 12.146 10.769
C 9.207 10.931 10.577
C 9.982 9.719 10.479
C 11.379 9.761 10.545
C 12.130 8.535 10.282
C 15.611 8.694 10.728
C 15.836 9.135 9.329
C 16.295 7.583 11.201
H 16.815 5.028 12.786
H 16.668 5.951 14.237
H 17.964 6.319 13.135
H 15.187 7.597 14.328
H 14.318 9.684 14.892
H 12.902 9.462 13.881
H 13.851 10.900 13.620
H 8.088 17.275 10.447
H 7.068 17.924 12.790
H 7.723 16.857 14.727
H 9.816 15.264 14.631
H 10.968 15.017 12.585
H 11.685 13.137 11.146
H 9.329 13.071 10.905
H 8.131 10.950 10.597
H 9.547 8.729 10.308
H 12.779 8.305 11.087
H 12.797 8.618 9.407
H 11.485 7.621 10.243
H 16.502 10.011 9.378
H 14.937 9.421 8.780
H 16.301 8.400 8.756
H 16.934 7.028 10.478
*
```

Output
expectation value of S²	0.76
ΔE to the lowest compared entry with this formula, charge and spin	146.3	kJ/mol
orbital gap	5.425	eV
max |F|	4.4	eV Å⁻¹

=====

(2)
One molecule with the formula C2H3ClFI. Source: the Open Molecules 2025 dataset; level of theory: wB97M-V/def2-TZVPD.

Geometry as ORCA input:
```
! wB97M-V def2-TZVPD RIJCOSX def2/J DEFGRID3
* xyz 0 1
C -0.754 -0.464 0.129
C 0.507 0.307 -0.279
F 0.568 0.574 -1.574
Cl 0.536 2.147 0.559
I 2.214 -0.924 0.255
H -0.425 -0.688 1.176
H -1.636 0.266 0.393
H -1.009 -1.218 -0.658
*
```

Output
ΔE to the lowest compared entry with this formula, charge and spin	44.4	kJ/mol
SMILES	C[C@@](F)(Cl)I
orbital gap	9.694	eV
max |F|	3.2	eV Å⁻¹

=====

(3)
A 2-piece molecular cluster, C26H30NO overall. Source: the Open Molecules 2025 dataset; level of theory: wB97M-V/def2-TZVPD.

Geometry as ORCA input:
```
! wB97M-V def2-TZVPD RIJCOSX def2/J DEFGRID3
* xyz 1 1
C -2.536 1.586 -3.735
C -1.997 2.968 -3.401
C -1.278 2.965 -2.056
N -1.978 2.288 -0.979
C -1.540 2.471 0.303
C -2.276 2.123 1.427
C -2.211 2.946 2.665
C -0.850 3.638 2.899
C 0.223 3.125 1.942
C -0.240 3.223 0.488
C -2.987 1.271 -1.214
C -3.501 1.123 -2.654
H -3.051 1.613 -4.699
H -1.701 0.880 -3.821
H -1.276 3.290 -4.159
H -2.807 3.707 -3.389
H -0.286 2.497 -2.198
H -1.095 4.014 -1.773
H -3.178 1.516 1.319
H -2.985 3.735 2.641
H -2.467 2.327 3.531
H -0.992 4.716 2.741
H -0.520 3.509 3.940
H 1.165 3.668 2.092
H 0.419 2.066 2.171
H 0.557 2.834 -0.168
H -0.379 4.285 0.222
H -2.604 0.286 -0.882
H -3.861 1.480 -0.579
H -4.436 1.690 -2.740
H -3.757 0.071 -2.810
C 0.218 2.238 8.938
C -1.044 2.025 8.364
C -1.152 1.475 7.087
C 0.013 1.139 6.346
C -0.061 0.641 4.997
O 1.164 0.425 4.446
C 1.265 -0.202 3.215
C 0.111 -0.434 2.438
C 0.275 -1.166 1.233
C 1.534 -1.597 0.853
C 2.663 -1.310 1.639
C 2.536 -0.613 2.834
C -1.114 0.078 2.917
C -1.215 0.417 4.264
C 1.274 1.331 6.954
C 1.374 1.882 8.225
H 0.303 2.677 9.932
H -1.949 2.294 8.913
H -2.128 1.300 6.631
H -0.627 -1.398 0.660
H 1.648 -2.171 -0.067
H 3.649 -1.635 1.309
H 3.387 -0.399 3.479
H -2.006 -0.048 2.307
H -2.181 0.578 4.742
H 2.178 1.057 6.414
H 2.363 2.038 8.657
*
```

Output
ΔE to the lowest compared entry with this formula, charge and spin	33.5	kJ/mol
orbital gap	5.114	eV
max |F|	1.6	eV Å⁻¹